Entry 1:
Entry from the OMol25 dataset: one molecule with the formula C7H13BrO2S at a distorted geometry (ωB97M-V/def2-TZVPD).

Each atom is followed by the atoms it is bonded to, with distances in Å.
CARTESIAN COORDINATES (ANGSTROEM)
1 C -1.79036 -1.15662 -1.25244  C2 1.525, H12 1.052, H13 1.031, H14 1.144
2 C -0.39221 -0.54747 -1.22281  C1 1.525, C3 1.501, H15 1.213, H16 1.104
3 C 0.04381 0.06792 0.07449  C2 1.501, C4 1.545, O8 1.401, O11 1.461
4 C 1.54109 -0.18822 0.35680  C3 1.545, S5 1.831, C6 1.495, H17 1.139
5 S 1.72859 -1.92763 0.89662  C4 1.831, H18 1.366
6 C 2.48323 0.11265 -0.76377  C4 1.495, Br7 1.930, H19 1.102, H20 1.073
7 Br 4.32760 0.32683 -0.23779  C6 1.930
8 O -0.71546 -0.41215 1.14953  C3 1.401, C9 1.495
9 C -1.63712 0.65578 1.64415  O8 1.495, C10 1.521, H21 1.005, H22 1.200
10 C -1.21715 1.89808 0.87369  C9 1.521, O11 1.416, H23 1.053, H24 1.101
11 O -0.06483 1.52362 0.14115  C3 1.461, C10 1.416
12 H -1.86394 -1.75911 -0.39275  C1 1.052
13 H -2.09608 -1.62089 -2.12119  C1 1.031
14 H -2.65500 -0.40805 -1.28912  C1 1.144
15 H -0.28705 0.21104 -2.16358  C2 1.213
16 H 0.10988 -1.52592 -1.32091  C2 1.104
17 H 1.85098 0.33218 1.32194  C4 1.139
18 H 3.02708 -1.74745 1.27959  S5 1.366
19 H 2.13163 1.00397 -1.30826  C6 1.102
20 H 2.63172 -0.70589 -1.44152  C6 1.073
21 H -1.47778 0.62464 2.63577  C9 1.005
22 H -2.73451 0.30750 1.30631  C9 1.200
23 H -1.99556 2.23859 0.25196  C10 1.053
24 H -0.94855 2.69663 1.58211  C10 1.101

**Energy relative to the best compared isomer or geometry (same formula, charge and spin)**: 0.0 kcal/mol
**LUMO level**: 0.77 eV
**HOMO level**: -8.946 eV
**Frontier orbital gap**: 9.715 eV
**Electronic energy**: -3397.1303 hartree
**Structure (SMILES)**: CCC1([C@@H](S)CBr)OCCO1


Entry 2:
Entry from the OMol25 dataset: a 8-piece molecular cluster, C30H83N7O9 overall at a distorted geometry (ωB97M-V/def2-TZVPD).

Each atom is followed by the atoms it is bonded to, with distances in Å.
CARTESIAN COORDINATES (ANGSTROEM)
1 C 4.43521 8.62995 -6.45739  O2 1.392, H7 1.090, H8 1.090, H9 1.090
2 O 5.55629 9.27754 -6.96893  C1 1.392, C3 1.412
3 C 5.68616 9.00673 -8.34886  O2 1.412, C4 1.625, H10 1.090, H11 1.090
4 C 6.99953 9.86098 -8.77879  C3 1.625, C5 1.544, N6 1.420, H12 1.090
5 C 6.72498 11.37825 -8.86257  C4 1.544, H13 1.090, H14 1.090, H15 1.090
6 N 7.19128 9.43861 -10.12131  C4 1.420, H16 1.010, H17 1.010
7 H 4.24302 8.91589 -5.42327  C1 1.090
8 H 4.46841 7.54570 -6.56424  C1 1.090
9 H 3.51017 8.91956 -6.95592  C1 1.090
10 H 5.90330 7.94621 -8.47636  C3 1.090
11 H 4.83904 9.29360 -8.97191  C3 1.090
12 H 7.83837 9.66295 -8.11154  C4 1.090
13 H 6.40347 11.68005 -7.86575  C5 1.090
14 H 5.87836 11.64126 -9.49674  C5 1.090
15 H 7.53389 12.01498 -9.22082  C5 1.090
16 H 6.44697 9.72841 -10.73948  N6 1.010
17 H 7.22841 8.42932 -10.11391  N6 1.010
18 C 9.80734 13.82041 -7.73093  O19 1.420, H24 1.090, H25 1.090, H26 1.090
19 O 10.31092 14.36433 -8.94261  C18 1.420, C20 1.445
20 C 10.94252 15.65384 -8.78035  O19 1.445, C21 1.567, H27 1.090, H28 1.090
21 C 11.28288 16.33044 -10.15223  C20 1.567, C22 1.536, N23 1.452, H29 1.090
22 C 12.24586 15.51814 -11.03078  C21 1.536, H30 1.090, H31 1.090, H32 1.090
23 N 11.90331 17.60354 -9.83070  C21 1.452, H33 1.010, H34 1.010
24 H 9.14483 14.49071 -7.18331  C18 1.090
25 H 10.56328 13.34891 -7.10295  C18 1.090
26 H 9.18635 12.96962 -8.01128  C18 1.090
27 H 10.29715 16.32030 -8.20814  C20 1.090
28 H 11.82258 15.62034 -8.13812  C20 1.090
29 H 10.37491 16.55835 -10.71056  C21 1.090
30 H 11.98496 14.47742 -11.22293  C22 1.090
31 H 13.22876 15.52699 -10.55970  C22 1.090
32 H 12.32282 16.02518 -11.99260  C22 1.090
33 H 12.87430 17.56418 -9.55555  N23 1.010
34 H 12.08640 18.16262 -10.65168  N23 1.010
35 C 13.05148 6.77322 -7.48323  O36 1.441, H41 1.090, H42 1.090, H43 1.090
36 O 12.13179 7.43527 -8.37330  C35 1.441, C37 1.460
37 C 11.69971 8.75665 -7.92890  O36 1.460, C38 1.520, H44 1.090, H45 1.090
38 C 12.64213 9.72000 -8.63296  C37 1.520, C39 1.522, N40 1.483, H46 1.090
39 C 12.40669 11.18951 -8.31655  C38 1.522, H47 1.090, H48 1.090, H49 1.090
40 N 12.36186 9.71652 -10.08891  C38 1.483, H50 1.010, H51 1.010
41 H 13.25683 5.91156 -8.11843  C35 1.090
42 H 12.59688 6.65502 -6.49963  C35 1.090
43 H 13.99722 7.28972 -7.31921  C35 1.090
44 H 10.66317 8.86982 -8.24647  C37 1.090
45 H 11.70822 8.90051 -6.84846  C37 1.090
46 H 13.70250 9.52932 -8.46759  C38 1.090
47 H 12.67225 11.36572 -7.27418  C39 1.090
48 H 11.38139 11.51587 -8.49074  C39 1.090
49 H 13.06607 11.82170 -8.91123  C39 1.090
50 H 11.43088 10.07578 -10.24487  N40 1.010
51 H 12.25511 8.73227 -10.28881  N40 1.010
52 C 12.90051 13.81702 -14.80813  O53 1.423, H58 1.090, H59 1.090, H60 1.090
53 O 11.66945 14.13272 -15.44822  C52 1.423, C54 1.475
54 C 10.98192 15.08331 -14.55363  O53 1.475, C55 1.593, H61 1.090, H62 1.090
55 C 9.43175 15.16909 -14.90977  C54 1.593, C56 1.609, N57 1.439, H63 1.090
56 C 9.13138 15.49341 -16.45658  C55 1.609, H64 1.090, H65 1.090, H66 1.090
57 N 8.57160 16.02452 -14.13502  C55 1.439, H67 1.010, H68 1.010
58 H 12.86715 13.26574 -13.86840  C52 1.090
59 H 13.48542 14.68298 -14.49815  C52 1.090
60 H 13.54451 13.19921 -15.43397  C52 1.090
61 H 11.11870 14.73525 -13.52979  C54 1.090
62 H 11.43793 16.06035 -14.71341  C54 1.090
63 H 9.09322 14.14844 -14.73152  C55 1.090
64 H 9.51815 14.68516 -17.07725  C56 1.090
65 H 9.66862 16.40646 -16.71310  C56 1.090
66 H 8.07096 15.68200 -16.62407  C56 1.090
67 H 8.46388 15.55171 -13.24906  N57 1.010
68 H 7.68116 15.76692 -14.53607  N57 1.010
69 C 13.33074 9.05654 -19.42623  O70 1.404, H75 1.090, H76 1.090, H77 1.090
70 O 12.88035 10.20753 -18.76118  C69 1.404, C71 1.430
71 C 11.90424 9.82075 -17.79044  O70 1.430, C72 1.542, H78 1.090, H79 1.090
72 C 11.48341 11.09704 -17.03372  C71 1.542, C73 1.568, N74 1.452, H80 1.090
73 C 10.32821 10.94695 -15.98420  C72 1.568, H81 1.090, H82 1.090, H83 1.090
74 N 10.99001 12.11087 -17.94881  C72 1.452, H84 1.010, H85 1.010
75 H 12.52031 8.42147 -19.78399  C69 1.090
76 H 14.01017 8.59600 -18.70904  C69 1.090
77 H 13.83239 9.29207 -20.36484  C69 1.090
78 H 10.97477 9.48846 -18.25279  C71 1.090
79 H 12.34939 9.10409 -17.10027  C71 1.090
80 H 12.29790 11.55179 -16.46988  C72 1.090
81 H 10.46393 10.26838 -15.14204  C73 1.090
82 H 9.44225 10.67985 -16.56025  C73 1.090
83 H 10.15310 11.95829 -15.61727  C73 1.090
84 H 11.69141 12.22062 -18.66719  N74 1.010
85 H 11.05627 12.98312 -17.44394  N74 1.010
86 C 5.04873 18.43239 -11.43896  O87 1.357, H92 1.090, H93 1.090, H94 1.090
87 O 5.45327 17.16568 -11.17012  C86 1.357, C88 1.425
88 C 6.84072 16.94780 -11.40914  O87 1.425, C89 1.502, H95 1.090, H96 1.090
89 C 7.15230 15.50081 -11.15301  C88 1.502, C90 1.499, N91 1.442, H97 1.090
90 C 7.14659 15.16374 -9.69248  C89 1.499, H98 1.090, H99 1.090, H100 1.090
91 N 8.48872 15.14074 -11.55803  C89 1.442, H101 1.010, H102 1.010
92 H 4.85826 18.44463 -12.51213  C86 1.090
93 H 5.86613 19.07408 -11.11004  C86 1.090
94 H 4.19884 18.77412 -10.84820  C86 1.090
95 H 7.00951 17.21800 -12.45153  C88 1.090
96 H 7.55368 17.56618 -10.86378  C88 1.090
97 H 6.49330 14.83423 -11.70934  C89 1.090
98 H 7.13196 14.09172 -9.49590  C90 1.090
99 H 6.24293 15.56290 -9.23186  C90 1.090
100 H 7.99420 15.55475 -9.12965  C90 1.090
101 H 8.99905 16.01215 -11.54077  N91 1.010
102 H 8.88569 14.69100 -10.74548  N91 1.010
103 C 14.85995 10.34192 -13.64791  O104 1.488, H109 1.090, H110 1.090, H111 1.090
104 O 15.41671 11.68601 -13.96239  C103 1.488, C105 1.500
105 C 16.50031 12.05886 -12.99437  O104 1.500, C106 1.552, H112 1.090, H113 1.090
106 C 16.05637 12.24386 -11.51904  C105 1.552, C107 1.562, N108 1.463, H114 1.090
107 C 14.91807 13.30622 -11.39215  C106 1.562, H115 1.090, H116 1.090, H117 1.090
108 N 17.13433 12.62736 -10.60773  C106 1.463, H118 1.010, H119 1.010
109 H 14.06978 10.18104 -14.38129  C103 1.090
110 H 14.50208 10.19582 -12.62876  C103 1.090
111 H 15.65617 9.61196 -13.79383  C103 1.090
112 H 17.37838 11.42131 -13.09747  C105 1.090
113 H 16.83942 13.02052 -13.37951  C105 1.090
114 H 15.54044 11.36160 -11.14019  C106 1.090
115 H 14.15531 13.03428 -12.12178  C107 1.090
116 H 15.28892 14.25364 -11.78327  C107 1.090
117 H 14.32500 13.38372 -10.48091  C107 1.090
118 H 17.62623 11.75945 -10.45009  N108 1.010
119 H 16.65332 12.80699 -9.73798  N108 1.010
120 O 11.98917 12.00803 -11.72925  C121 1.420, H124 0.960
121 C 10.69140 11.81444 -12.27127  O120 1.420, C122 1.504, H125 1.090, H126 1.090
122 C 9.66142 11.74612 -11.17720  C121 1.504, O123 1.391, H127 1.090, H128 1.090
123 O 9.67818 10.61251 -10.37208  C122 1.391, H129 0.960
124 H 12.12064 11.32173 -11.07098  O120 0.960
125 H 10.52162 12.61933 -12.98640  C121 1.090
126 H 10.54916 10.85330 -12.76531  C121 1.090
127 H 8.69203 11.72122 -11.67496  C122 1.090
128 H 9.61294 12.68662 -10.62837  C122 1.090
129 H 8.78418 10.27120 -10.29552  O123 0.960

**Energy relative to the best compared isomer or geometry (same formula, charge and spin)**: 86.1 kcal/mol
**LUMO level**: 0.46 eV
**HOMO level**: -8.711 eV
**Frontier orbital gap**: 9.173 eV
**Electronic energy**: -2252.9949 hartree
**Structure (SMILES)**: COC[C@H](C)N.COC[C@H](C)N.COC[C@H](C)N.COC[C@H](C)N.COC[C@H](C)N.COC[C@H](C)N.COC[C@H](C)N.OCCO


Entry 3:
Entry from the OMol25 dataset: a 2-piece molecular cluster, C4H14N4 overall at a distorted geometry (ωB97M-V/def2-TZVPD).

Each atom is followed by the atoms it is bonded to, with distances in Å.
CARTESIAN COORDINATES (ANGSTROEM)
1 H -0.32448 -0.86025 -2.12318  N2 1.019
2 N -0.09021 0.10855 -1.91130  H1 1.019, C3 1.296
3 C -0.49062 0.44524 -0.72548  N2 1.296, C4 1.518, N5 1.446
4 C -0.25488 1.89472 -0.34034  C3 1.518, H8 1.092, H9 1.095, H10 1.093
5 N -1.35057 -0.37047 0.10299  C3 1.446, C6 1.456, N7 1.417
6 C -1.69250 -1.74859 -0.22080  N5 1.456, H11 1.096, H12 1.097, H13 1.094
7 N -1.89109 0.22203 1.27153  N5 1.417, H14 1.024, H15 1.021
8 H -0.13549 2.00093 0.74020  C4 1.092
9 H 0.65613 2.26329 -0.82304  C4 1.095
10 H -1.09940 2.50151 -0.67545  C4 1.093
11 H -0.84349 -2.40435 0.00305  C6 1.096
12 H -2.55141 -2.09373 0.36731  C6 1.097
13 H -1.97195 -1.86388 -1.27225  C6 1.094
14 H -2.68310 0.81766 1.01545  N7 1.024
15 H -2.27610 -0.47942 1.90596  N7 1.021
16 C 2.81906 0.27625 0.63167  N17 1.456, H18 1.093, H19 1.093, H20 1.093
17 N 2.06926 -0.78675 -0.02185  C16 1.456, H21 1.027, H22 1.028
18 H 3.57485 -0.14882 1.29717  C16 1.093
19 H 2.14689 0.89670 1.23034  C16 1.093
20 H 3.31542 0.90733 -0.11069  C16 1.093
21 H 1.75302 -0.46909 -0.94560  N17 1.027
22 H 1.32066 -1.10885 0.60431  N17 1.028

**Energy relative to the best compared isomer or geometry (same formula, charge and spin)**: 50.1 kcal/mol
**LUMO level**: 0.69 eV
**HOMO level**: -8.335 eV
**Frontier orbital gap**: 9.023 eV
**Electronic energy**: -379.7540 hartree
**Structure (SMILES)**: [H]/N=C(/C)N(C)N.CN


Entry 4:
Entry from the OMol25 dataset: an isolated ion of composition C6H14N4 and charge +2 at a distorted geometry (ωB97M-V/def2-TZVPD).

Each atom is followed by the atoms it is bonded to, with distances in Å.
CARTESIAN COORDINATES (ANGSTROEM)
1 C -1.17001 0.46674 -1.52133  C2 1.597, H11 1.156, H12 1.041, H13 1.068
2 C -0.66309 0.19250 -0.03190  C1 1.597, C3 1.577, C4 1.524, C8 1.603
3 C -1.92875 0.19134 0.90856  C2 1.577, H14 1.075, H15 1.141, H16 1.100
4 C 0.10651 -1.12253 -0.07802  C2 1.524, N5 1.265, N6 1.457
5 N -0.33352 -2.30876 -0.10335  C4 1.265, H17 1.061, H18 1.012
6 N 1.52747 -0.89639 0.15202  C4 1.457, C7 1.514, N10 1.384
7 C 1.23776 -0.02269 1.35420  N6 1.514, C8 1.520, H19 1.163, H20 1.076
8 C 0.55390 1.06388 0.54073  C2 1.603, C7 1.520, N9 1.486, H21 1.100
9 N 1.44246 1.20915 -0.64086  C8 1.486, N10 1.464, H22 1.004, H23 0.990
10 N 2.09758 -0.08816 -0.81636  N6 1.384, N9 1.464, H24 1.012
11 H -2.12053 -0.18970 -1.56222  C1 1.156
12 H -0.41412 0.14799 -2.16179  C1 1.041
13 H -1.23144 1.52937 -1.61296  C1 1.068
14 H -2.20528 -0.78746 1.25740  C3 1.075
15 H -2.80008 0.67434 0.35146  C3 1.141
16 H -1.96187 0.89486 1.75348  C3 1.100
17 H -1.38595 -2.43794 -0.14234  N5 1.061
18 H 0.12707 -3.20629 -0.02595  N5 1.012
19 H 2.21933 0.17812 1.94497  C7 1.163
20 H 0.78632 -0.74333 2.01273  C7 1.076
21 H 0.16176 1.96248 1.04036  C8 1.100
22 H 0.84799 1.43872 -1.41717  N9 1.004
23 H 1.99889 1.99867 -0.42220  N9 0.990
24 H 3.10759 -0.14492 -0.77943  N10 1.012

**Energy relative to the best compared isomer or geometry (same formula, charge and spin)**: 122.3 kcal/mol
**LUMO level**: -8.56 eV
**HOMO level**: -19.613 eV
**Charge**: +2
**Frontier orbital gap**: 11.051 eV
**Electronic energy**: -455.2739 hartree
**Structure (SMILES)**: CC1(C)C(=[NH2+])N2C[C@H]1[NH2+]N2


> Among the records above, which one has the highest energy relative to the best compared isomer or geometry (same formula, charge and spin)?

C6H14N4


> electronic energy of number 1 (C7H13BrO2S)?

-3397.1303 hartree


> Which of these has the highest LUMO level?

C7H13BrO2S


> Which formula does entry 3 have?

C4H14N4